Entry 1:
# C18H26Cl14N4S

A molecular structure, C18H26Cl14N4S (ωB97M-V with the def2-TZVPD basis set, the Open Molecules 2025 dataset).

Geometry as XYZ:
```
63
Properties=species:S:1:pos:R:3:lowdin_charge:R:1
Cl 1.838 -4.449 -5.251 0.509
Cl 1.880 7.570 1.638 0.504
Cl 5.703 -7.710 -1.401 0.500
Cl 7.639 -2.839 -2.244 0.483
Cl -5.022 -3.413 2.263 0.500
Cl 7.605 -9.326 -2.908 0.508
Cl -7.590 6.163 -1.210 0.497
Cl -6.602 3.722 0.040 0.705
Cl 2.974 -6.870 -4.089 0.503
Cl -6.009 -0.971 1.013 0.681
Cl 5.003 -4.357 -0.609 0.475
Cl -0.877 7.380 0.712 0.511
Cl 2.269 -4.409 0.402 0.543
Cl 8.153 0.022 -2.470 0.502
S 3.746 -1.334 0.464 0.610
N 2.685 1.078 -0.530 0.014
N 2.631 0.705 2.056 0.012
N 2.074 2.225 -0.379 0.056
N 2.021 1.851 2.210 0.054
C 7.699 -1.296 -1.383 -1.028
C -0.708 3.622 1.183 -0.207
C -2.684 1.826 0.975 -0.135
C -5.193 0.980 2.054 -0.223
C -3.404 2.368 -0.434 -0.027
C 2.909 0.376 0.694 -0.549
C -8.007 4.536 -0.660 -0.953
C 3.862 -5.172 0.468 -0.983
C 0.922 3.982 1.173 -0.131
C 1.756 2.539 0.982 -0.231
C -5.888 1.547 0.644 -0.371
C -6.426 -2.598 1.564 -0.971
C -3.539 1.126 2.213 -0.029
C -1.023 2.021 1.005 -0.214
C 2.762 -5.125 -3.904 -1.035
C 0.181 7.813 2.060 -1.022
C 5.896 -8.973 -2.622 -1.032
C -5.029 2.210 -0.600 -0.257
H 2.227 -4.928 -2.972 0.014
H 5.398 -9.882 -2.276 0.031
H -2.944 0.740 3.170 0.093
H -1.248 4.172 0.272 0.101
H -5.852 0.477 2.913 0.088
H -8.368 3.954 -1.511 0.035
H 3.768 -6.217 0.162 0.001
H 0.024 8.865 2.312 0.028
H 1.230 4.548 2.157 0.099
H -1.242 3.965 2.180 0.122
H -0.663 1.619 -0.059 0.122
H -5.567 2.569 -1.601 0.085
H -7.210 -2.527 2.322 0.031
H 8.437 -1.365 -0.580 0.031
H -7.072 1.471 0.516 0.069
H 1.094 4.667 0.210 0.109
H -2.732 2.832 -1.304 0.100
H -8.791 4.607 0.098 0.031
H -0.065 7.187 2.921 0.027
H 6.713 -1.086 -0.961 0.003
H 5.442 -8.636 -3.557 0.003
H -6.788 -3.180 0.712 0.027
H 4.240 -5.120 1.492 0.042
H 2.666 -2.249 0.244 -0.201
H -0.648 1.345 1.896 0.110
H 3.745 -4.648 -3.873 0.026
```

Values from the calculation:
E_tot ... -7760.74466 Eh
Max |F| ... 0.1026 Eh/bohr
Kohn-Sham gap ... 6.88 eV
LUMO ... -0.03165 Ha
Charge ... 0



Entry 2:
# C18H26CoN6O2SSi

A molecular structure, C18H26CoN6O2SSi (ωB97M-V with the def2-TZVPD basis set, the Open Molecules 2025 dataset).

Geometry as XYZ:
```
55
Properties=species:S:1:pos:R:3:lowdin_charge:R:1
Co 0.802 -0.152 -0.236 0.434
S 1.586 0.842 1.718 0.639
Si -1.270 1.680 -0.740 0.587
O 4.568 -1.315 -1.744 0.010
O 2.604 -1.309 -0.644 0.022
N 3.160 0.358 -2.094 0.046
N 2.042 1.096 -1.688 0.023
N 0.392 0.356 4.017 0.094
N -0.289 -1.299 1.064 -0.046
N -0.143 -1.617 -1.562 0.044
N -0.365 -0.988 2.374 0.027
C -2.717 0.492 -0.766 -0.210
C 4.905 -2.565 -1.099 0.003
C 3.399 -0.806 -1.422 -0.561
C -1.445 -3.676 -2.864 -0.023
C -2.381 -4.589 3.202 -0.063
C -1.050 2.540 -2.391 -0.230
C -1.573 -3.521 -1.495 0.021
C -1.352 2.883 0.679 -0.226
C -1.495 -3.842 2.444 -0.026
C -1.971 -3.037 1.413 -0.199
C -0.916 -2.470 -0.865 -0.197
C -4.222 -3.717 1.924 -0.066
C -0.025 -1.774 -2.878 -0.112
C -0.661 -2.783 -3.578 -0.035
C 0.449 -0.017 2.731 -0.821
C -1.031 -2.239 0.590 -0.184
C -3.337 -2.979 1.153 -0.043
C -3.744 -4.525 2.945 -0.071
H 1.002 1.071 4.366 0.089
H 2.314 1.904 -1.133 0.110
H -1.956 3.106 -2.631 0.041
H -0.217 -0.143 4.644 0.112
H 1.524 1.418 -2.498 0.090
H 5.903 -2.803 -1.449 0.101
H -0.897 1.830 -3.206 0.020
H -0.433 -3.872 2.650 0.118
H -3.707 -2.349 0.352 0.113
H -0.442 3.479 0.745 0.025
H -2.201 3.562 0.563 0.040
H -2.010 -5.219 4.000 0.109
H 0.615 -1.066 -3.393 0.113
H 3.940 0.822 -2.534 0.166
H -0.228 3.260 -2.383 0.026
H -5.285 -3.663 1.727 0.109
H -0.534 -2.866 -4.647 0.114
H -2.749 -0.091 0.156 0.015
H -1.466 2.346 1.622 0.024
H 4.197 -3.336 -1.392 0.101
H -2.171 -4.201 -0.907 0.123
H -1.950 -4.488 -3.370 0.121
H 4.891 -2.438 -0.019 0.103
H -3.657 1.048 -0.839 0.045
H -2.661 -0.191 -1.615 0.026
H -4.434 -5.106 3.542 0.109
```

Values from the calculation:
Multiplicity ... 5
Relative energy (zero: lowest compared OMol25 entry of this formula, charge and spin) ... 5.9 kcal/mol
E_tot ... -3250.80208 Eh
Max |F| ... 0.0075 Eh/bohr
Kohn-Sham gap (spin up / spin down) ... 6.68 / 6.65 eV
LUMO (spin up / spin down) ... -0.11149 / -0.14913 Ha
Charge ... +1
Expectation value of S² ... 6.010



Entry 3:
# C18H26N2O3S

C18H26N2O3S in the gas phase (ωB97M-V with the def2-TZVPD basis set, the Open Molecules 2025 dataset).

Geometry as XYZ:
```
50
Properties=species:S:1:pos:R:3:lowdin_charge:R:1
S -1.088 -2.339 -1.203 0.666
O 0.587 2.482 -0.018 0.062
O -0.584 -2.275 0.141 -0.281
O -0.557 -3.360 -2.065 -0.294
N 2.367 1.393 0.810 -0.048
N -0.974 -0.846 -1.955 -0.223
C -0.287 -0.836 -3.230 -0.198
C -3.447 -1.258 0.916 -0.049
C -0.594 0.246 -1.088 -0.158
C 2.354 1.977 3.177 -0.171
C -3.951 -0.295 -1.221 -0.052
C -2.904 -2.560 -1.135 -0.157
C 1.231 -0.841 -3.054 -0.160
C 2.945 -0.335 2.429 -0.169
C 1.262 1.467 0.034 -0.417
C 3.210 0.241 1.036 -0.154
C -3.893 -0.106 1.539 -0.075
C -3.471 -1.362 -0.470 -0.299
C 1.659 0.321 -2.161 -0.135
C 2.632 2.462 1.755 -0.144
C -4.400 0.855 -0.596 -0.076
C 0.915 0.255 -0.821 -0.216
C 3.194 0.740 3.485 -0.206
C -4.369 0.954 0.784 -0.083
H 2.948 0.356 4.476 0.108
H -0.608 0.061 -3.771 0.132
H -3.067 -3.480 -0.580 0.112
H 1.908 -0.674 2.479 0.119
H 3.595 -1.194 2.599 0.112
H -3.968 -0.368 -2.298 0.115
H -3.866 -0.032 2.616 0.104
H 4.253 1.010 3.482 0.112
H 1.294 1.731 3.263 0.120
H 1.416 1.270 -2.647 0.130
H -1.137 0.131 -0.151 0.123
H 3.054 -0.517 0.272 0.112
H 1.715 -0.769 -4.029 0.116
H 2.739 0.295 -1.998 0.116
H -0.608 -1.722 -3.777 0.114
H -4.771 1.678 -1.189 0.104
H 4.253 0.576 0.973 0.130
H -4.714 1.854 1.271 0.102
H 2.578 2.776 3.886 0.111
H 1.146 -0.679 -0.304 0.122
H -3.060 -2.078 1.502 0.117
H -3.217 -2.672 -2.168 0.108
H -0.899 1.188 -1.553 0.140
H 1.985 3.301 1.495 0.118
H 1.515 -1.789 -2.593 0.113
H 3.679 2.768 1.656 0.128
```

Values from the calculation:
Relative energy (zero: lowest compared OMol25 entry of this formula, charge and spin) ... 4.8 kcal/mol
E_tot ... -1434.94217 Eh
SMILES ... O=C([C@@H]1CCCN(S(=O)(=O)Cc2ccccc2)C1)N1CCCCC1
Max |F| ... 0.0216 Eh/bohr
Kohn-Sham gap ... 9.81 eV
LUMO ... 0.02908 Ha
Charge ... 0



Entry 4:
# C18H26N8O6Zr

A molecular structure, C18H26N8O6Zr (ωB97M-V with the def2-TZVPD basis set, the Open Molecules 2025 dataset).

Geometry as XYZ:
```
59
Properties=species:S:1:pos:R:3:lowdin_charge:R:1
Zr 0.480 -0.066 0.493 1.946
O -1.483 0.246 -0.094 -0.200
O -0.113 -1.398 1.895 -0.248
O 0.496 3.951 1.783 0.151
O -0.287 -2.565 3.826 0.118
O 0.674 1.922 0.821 -0.291
O 2.652 -0.317 0.911 -0.180
N 1.044 0.706 3.051 -0.200
N 1.661 1.554 -3.711 0.187
N 0.757 -2.204 -0.574 -0.007
N 1.542 -0.812 -3.731 0.189
N -3.401 1.401 -0.520 -0.112
N 1.234 2.690 -1.805 0.195
N 1.757 0.422 -5.701 0.187
N 1.189 0.351 -1.676 0.043
C 1.308 -0.798 -2.442 -0.246
C 0.920 -3.280 -2.720 0.047
C 0.373 1.984 3.177 -0.083
C -3.494 -0.768 0.673 0.039
C 0.466 -4.479 -2.199 -0.002
C 1.382 1.476 -2.394 -0.405
C 2.554 0.766 3.049 -0.121
C 0.947 -2.112 -1.884 -0.197
C 0.509 -0.297 3.968 -0.058
C -2.734 2.388 -1.380 0.021
C 0.417 -3.428 -0.033 -0.047
C 1.648 0.371 -4.334 -0.405
C 0.454 2.752 1.878 -0.522
C -4.771 1.737 -0.124 -0.002
C 0.040 -1.570 3.195 -0.525
C 3.132 -0.386 2.336 -0.112
C 0.302 -4.562 -0.825 -0.007
C -2.783 0.345 -0.002 -0.372
H 2.995 0.896 4.117 0.187
H -3.203 -1.692 0.191 0.108
H 1.189 -0.636 4.728 0.138
H 2.032 1.334 -6.126 0.148
H -3.316 -0.778 1.762 0.121
H -0.022 -5.494 -0.398 0.125
H 1.316 3.458 -2.431 0.114
H -2.286 1.890 -2.251 0.111
H 3.235 -0.869 0.362 0.135
H 2.112 -0.437 -6.072 0.107
H 4.201 -0.238 2.315 0.141
H -4.785 2.843 0.177 0.140
H -5.489 1.543 -0.949 0.126
H -1.963 2.892 -0.845 0.086
H 0.700 2.553 4.074 0.168
H 0.235 -5.306 -2.855 0.132
H -4.598 -0.613 0.562 0.099
H -0.279 0.172 4.511 0.127
H 2.982 -1.347 2.773 0.132
H 1.183 -3.159 -3.748 0.111
H 2.799 1.687 2.556 0.129
H 0.985 2.779 -0.789 0.093
H -0.711 1.855 3.317 0.150
H -3.547 3.026 -1.692 0.098
H 0.298 -3.507 1.031 0.110
H -4.933 1.124 0.773 0.083
```

Values from the calculation:
Relative energy (zero: lowest compared OMol25 entry of this formula, charge and spin) ... 0.0 kcal/mol
E_tot ... -1637.83007 Eh
Max |F| ... 0.0629 Eh/bohr
Kohn-Sham gap ... 8.51 eV
LUMO ... -0.24504 Ha
Charge ... +2



Entry 5:
# C18H26NO4P

2 unconnected molecules or ions with the total composition C18H26NO4P (ωB97M-V with the def2-TZVPD basis set, the Open Molecules 2025 dataset).

Geometry as XYZ:
```
50
Properties=species:S:1:pos:R:3:lowdin_charge:R:1
P -0.986 -1.685 0.973 1.042
O -1.559 -2.299 -3.740 -0.330
O 2.146 -1.301 -0.279 0.084
O 0.921 -1.999 3.945 0.056
O 1.399 -4.260 -4.137 -0.339
N 0.673 -1.656 1.564 -0.187
C 1.667 0.458 1.462 -0.038
C 2.084 1.794 1.007 -0.139
C -2.163 -2.493 2.193 -0.396
C 0.621 -3.366 -3.530 -0.498
C 1.570 2.520 -1.488 -0.382
C 0.588 1.363 -2.009 -0.051
C 2.632 2.012 -0.439 -0.133
C 1.972 2.875 2.000 -0.054
C 1.085 1.275 3.844 -0.046
C -2.334 -0.248 -1.013 -0.181
C 0.894 -1.316 2.941 -0.430
C 1.177 0.208 2.864 -0.078
C 1.615 -0.897 0.733 -0.431
C -0.783 -3.203 -4.335 -0.505
C -1.598 -0.005 0.393 -0.407
C 1.484 2.620 3.394 -0.103
C 0.781 3.821 -1.042 -0.098
C -3.419 -1.575 2.554 -0.188
H 0.551 4.411 -1.975 0.071
H -2.527 0.736 -1.525 0.061
H -0.796 0.746 0.189 0.042
H 0.826 1.137 -3.084 0.090
H -4.170 -2.245 3.066 0.059
H -0.167 3.514 -0.534 0.073
H 1.441 4.460 -0.392 0.058
H 1.443 3.459 4.125 0.067
H -2.608 -3.379 1.653 0.064
H 0.749 1.052 4.883 0.097
H 1.022 -2.333 -3.438 0.069
H 3.033 1.031 -0.794 0.114
H -1.684 -2.906 3.116 0.066
H -1.191 -4.234 -4.415 0.065
H -3.154 -0.730 3.237 0.064
H -3.273 -0.835 -0.842 0.057
H 0.326 -3.589 -2.482 0.073
H -1.636 -0.892 -1.633 0.051
H -3.938 -1.205 1.624 0.057
H -2.362 0.462 1.071 0.049
H -0.468 1.707 -1.869 0.056
H -0.491 -2.994 -5.388 0.065
H 2.158 2.822 -2.407 0.116
H 2.253 3.918 1.730 0.080
H 0.768 0.433 -1.414 0.058
H 3.430 2.809 -0.356 0.112
```

Values from the calculation:
Relative energy (zero: lowest compared OMol25 entry of this formula, charge and spin) ... 66.3 kcal/mol
E_tot ... -1398.27906 Eh
Max |F| ... 0.0620 Eh/bohr
Kohn-Sham gap ... 2.14 eV
LUMO ... 0.14727 Ha
Charge ... -2